{"formula": "C4H2O2", "method": "ωB97M-V/def2-TZVPD", "species": ["C", "C", "C", "O", "C", "O", "H", "H"], "positions_angstrom": [[-1.535, -0.565, -1.256], [-0.715, -0.653, -0.376], [0.381, -0.533, 0.561], [0.851, -1.410, 1.253], [0.958, 0.884, 0.600], [0.293, 1.847, 0.885], [-2.264, -0.536, -2.035], [2.030, 0.968, 0.368]], "atomic_forces_ev_per_a": [[0.418, -0.182, 0.458], [-0.544, -0.026, -0.512], [0.173, -0.354, 0.332], [-0.333, 0.581, -0.532], [-0.166, 0.700, 0.218], [0.225, -0.623, -0.154], [0.048, 0.009, 0.107], [0.178, -0.105, 0.083]], "nbo_charge": [-0.090, -0.151, 0.419, -0.453, 0.361, -0.463, 0.243, 0.134], "smiles": "C#CC(=O)C=O", "charge": 0, "total_energy_ha": -303.99379, "e_above_lowest_kcal_mol": 10.1, "multiplicity": 1, "max_force_ev_per_a": 0.86}